one.
Molecular formula: H8LiO4
Method: DFT, ωB97M-V with the def2-TZVPD basis set

Calculated values
Net charge = +1
Kohn-Sham gap = 0.4616 hartree
Lowest unoccupied orbital energy = -0.1329 hartree
Spin multiplicity = 1
HOMO level = -16.18 eV

Cartesian coordinates (Å):
Li1 4.069 11.408 43.153
O1 5.564 10.849 44.570
H1 6.103 10.245 44.825
H2 5.909 11.650 45.012
O2 5.175 13.070 42.510
H3 5.484 13.670 43.353
H4 6.123 13.089 42.088
O3 2.586 11.973 44.455
H5 2.533 12.846 44.608
H6 1.660 11.797 44.150
O4 3.416 10.298 41.634
H7 3.754 10.046 40.767
H8 2.407 10.091 41.566

two.
Molecular formula: H8LiO4
Method: DFT, ωB97M-V with the def2-TZVPD basis set

Calculated values
Net charge = +1
Kohn-Sham gap = 0.4631 hartree
Lowest unoccupied orbital energy = -0.1307 hartree
Spin multiplicity = 1
HOMO level = -16.16 eV

Cartesian coordinates (Å):
Li1 -56.799 38.812 2.366
O1 -58.002 37.371 1.692
H1 -58.980 37.322 2.033
H2 -57.873 36.411 1.558
O2 -54.846 39.024 2.264
H3 -54.092 38.611 2.732
H4 -54.611 39.033 1.314
O3 -57.449 40.548 1.256
H5 -57.989 40.195 0.497
H6 -58.165 40.937 1.699
O4 -57.228 38.913 4.586
H7 -57.594 38.110 5.050
H8 -56.966 39.640 5.130

Most favorable structure: two. The second most favorable one is 20.3 kcal/mol above it.

one.
Molecular formula: C4H14O4
Method: DFT, ωB97M-V with the def2-TZVPD basis set

Calculated values
Kohn-Sham gap = 0.3811 hartree
Lowest unoccupied orbital energy = 0.0162 hartree
Spin multiplicity = 1
SMILES = C[C@H](O)CCO.O.O
HOMO level = -9.93 eV

Cartesian coordinates (Å):
C1 -1.350 -0.490 1.448
C2 -0.646 0.739 0.973
O1 -0.805 1.914 1.744
C3 -1.031 0.977 -0.530
C4 -0.483 0.049 -1.590
O2 -0.862 0.611 -2.860
H1 -0.914 -0.662 2.456
H2 -1.559 -1.459 0.966
H3 -2.430 -0.327 1.451
H4 0.415 0.636 0.807
H5 -1.765 2.065 1.746
H6 -2.099 1.106 -0.679
H7 -0.854 2.035 -0.788
H8 0.596 -0.053 -1.473
H9 -0.975 -0.932 -1.584
H10 -0.139 1.136 -3.241
O3 2.237 -1.046 2.124
H11 1.552 -0.680 1.560
H12 2.336 -1.946 1.796
O4 2.190 -2.020 -1.211
H13 2.006 -2.724 -1.835
H14 2.952 -1.489 -1.440

two.
Molecular formula: C4H14O4
Method: DFT, ωB97M-V with the def2-TZVPD basis set

Calculated values
Kohn-Sham gap = 0.3707 hartree
Lowest unoccupied orbital energy = 0.0042 hartree
Spin multiplicity = 1
SMILES = CC(C)C=O.O.O.O
HOMO level = -9.97 eV

Cartesian coordinates (Å):
C1 0.181 -1.492 2.851
C2 0.159 -0.245 1.962
C3 1.569 0.367 1.780
C4 -0.813 0.784 2.463
O1 -0.779 1.967 2.210
H1 1.148 -1.983 2.963
H2 -0.393 -2.307 2.397
H3 -0.178 -1.314 3.867
H4 -0.189 -0.609 0.992
H5 2.033 -0.169 0.948
H6 2.202 0.052 2.610
H7 1.550 1.436 1.643
H8 -1.655 0.463 3.113
O2 1.862 -2.287 -2.886
H9 1.828 -1.691 -3.667
H10 0.987 -2.664 -2.877
O3 -1.201 -1.034 -3.132
H11 -1.921 -0.764 -3.745
H12 -1.681 -0.901 -2.304
O4 -0.976 2.554 -3.078
H13 -0.722 2.602 -2.136
H14 -0.782 1.669 -3.381

Most favorable structure: two. The second most favorable one is 18.2 kcal/mol above it.

one.
Molecular formula: C4H14O4
Method: DFT, ωB97M-V with the def2-TZVPD basis set

Calculated values
Kohn-Sham gap = 0.3454 hartree
Lowest unoccupied orbital energy = 0.0118 hartree
Spin multiplicity = 1
SMILES = C=CC=C.O.O.O.O
HOMO level = -9.08 eV

Cartesian coordinates (Å):
C1 2.178 -0.748 -0.970
C2 1.898 0.540 -0.828
C3 0.628 1.126 -1.276
C4 0.004 2.209 -0.814
H1 1.499 -1.591 -0.969
H2 3.187 -1.149 -0.870
H3 2.704 1.258 -0.707
H4 0.389 0.987 -2.333
H5 -0.851 2.651 -1.307
H6 0.317 2.650 0.126
O1 -1.483 -0.607 2.130
H7 -0.868 -0.968 2.776
H8 -2.255 -0.323 2.628
O2 0.528 1.094 1.952
H9 1.288 0.789 1.452
H10 -0.263 0.980 1.452
O3 -2.602 -0.551 -1.353
H11 -3.257 -0.052 -1.832
H12 -2.681 -0.434 -0.404
O4 0.253 -2.539 0.352
H13 -0.422 -2.004 0.784
H14 -0.189 -3.320 0.011

two.
Molecular formula: C4H14O4
Method: DFT, ωB97M-V with the def2-TZVPD basis set

Calculated values
Kohn-Sham gap = 0.3810 hartree
Lowest unoccupied orbital energy = 0.0142 hartree
Spin multiplicity = 1
SMILES = OCCCCO.O.O
HOMO level = -9.98 eV

Cartesian coordinates (Å):
O1 -1.777 1.178 -0.340
C1 -0.781 1.637 -1.239
C2 0.661 1.389 -0.715
C3 1.243 0.108 -1.468
C4 1.022 -1.161 -0.614
O2 -0.351 -1.488 -0.462
H1 -1.483 0.355 0.054
H2 -0.958 1.082 -2.165
H3 -0.912 2.669 -1.567
H4 1.304 2.259 -0.887
H5 0.706 1.028 0.310
H6 2.302 0.337 -1.612
H7 0.899 -0.243 -2.461
H8 1.447 -1.013 0.377
H9 1.463 -1.987 -1.181
H10 -0.824 -1.752 -1.253
O3 -0.434 -1.968 2.388
H11 -0.395 -2.041 1.427
H12 -1.278 -2.385 2.596
O4 -0.392 0.940 3.041
H13 -1.304 1.063 2.771
H14 -0.160 -0.008 2.999

Most favorable structure: two. The second most favorable one is 28.7 kcal/mol above it.